(1)
The following is a quantum chemistry calculation of C34H30Cl2N7O2Ta as an isolated structure, from the Open Molecules 2025 dataset.

Calculated values
- LUMO: -7.46 eV
- HOMO-LUMO gap: 5.823 eV
- HOMO level: -13.28 eV
- Spin multiplicity: 1
- Charge: +2

Cartesian coordinates (Å):
Ta 0.453 0.298 -0.045
Cl 6.948 2.264 -1.524
C 5.276 2.331 -1.158
C 4.632 1.165 -0.775
C 3.284 1.194 -0.472
N 2.499 0.052 -0.102
C 3.184 -1.057 0.450
O 4.289 -1.034 0.908
C 2.360 -2.285 0.420
C 2.878 -3.508 0.787
C 2.043 -4.613 0.707
C 0.745 -4.440 0.247
C 0.313 -3.171 -0.095
N 1.106 -2.100 0.000
C 2.569 2.377 -0.558
C 3.208 3.546 -0.940
C 4.564 3.525 -1.233
Cl 5.327 4.992 -1.683
N 1.179 2.243 -0.220
C 0.477 3.400 0.145
O 0.942 4.496 0.290
C -0.958 3.135 0.402
C -1.797 4.159 0.778
C -3.117 3.851 1.067
C -3.530 2.532 0.962
C -2.624 1.567 0.565
N -1.344 1.858 0.283
H 5.206 0.254 -0.719
H 3.905 -3.568 1.120
H 2.402 -5.595 0.988
H 0.068 -5.277 0.150
H -0.683 -3.004 -0.475
H 2.682 4.483 -1.009
H -1.397 5.161 0.845
H -3.808 4.626 1.373
H -4.547 2.240 1.185
H -2.929 0.543 0.464
C -0.136 1.188 2.997
N -0.032 -0.095 2.240
C 1.048 -0.916 2.878
C -1.271 -0.896 2.275
C -1.850 -1.246 3.483
C -2.879 -2.172 3.515
C -3.257 -2.802 2.334
C -2.692 -2.429 1.124
C -1.749 -1.401 1.071
N -1.247 -0.818 -0.114
C -1.994 -0.789 -1.322
C -3.368 -1.013 -1.440
C -3.979 -0.991 -2.683
C -3.245 -0.730 -3.833
C -1.898 -0.437 -3.716
C -1.295 -0.442 -2.470
N 0.111 -0.025 -2.316
C 0.343 1.298 -2.985
C 1.033 -1.035 -2.919
H -0.177 0.986 4.067
H -1.033 1.724 2.708
H 0.745 1.799 2.801
H 0.840 -1.012 3.943
H 2.014 -0.425 2.752
H 1.065 -1.907 2.445
H -1.486 -0.818 4.411
H -3.349 -2.430 4.455
H -3.996 -3.593 2.353
H -2.981 -2.941 0.216
H -3.971 -1.199 -0.563
H -5.044 -1.177 -2.750
H -3.720 -0.726 -4.805
H -1.328 -0.194 -4.604
H 0.244 1.192 -4.064
H 1.351 1.644 -2.764
H -0.388 2.020 -2.631
H 0.832 -1.104 -3.988
H 0.867 -2.004 -2.465
H 2.064 -0.723 -2.768



(2)
The following is a quantum chemistry calculation of the molecule C8H10S, from the Open Molecules 2025 dataset.

Calculated values
- LUMO: 0.23 eV
- HOMO-LUMO gap: 7.839 eV
- HOMO level: -7.61 eV
- Spin multiplicity: 1

Cartesian coordinates (Å):
C 0.965 -0.122 -2.159
C -0.128 0.268 -2.816
C 0.810 -0.220 -0.785
C -0.559 0.357 -0.377
C -2.463 0.318 1.241
C -1.103 0.343 0.943
C 1.847 -0.850 -0.032
C -0.087 0.471 2.067
S -1.467 0.829 -1.761
H 1.653 -0.642 -2.820
H -0.224 0.545 -3.783
H -2.892 0.470 2.206
H -3.179 0.065 0.455
H 2.475 -1.358 -0.692
H 2.379 -0.098 0.694
H 1.415 -1.597 0.697
H -0.494 1.098 2.862
H 0.162 -0.518 2.515
H 0.890 0.642 1.547



(3)
The following is a quantum chemistry calculation of C28H31Cl5NOPPt as an isolated structure, from the Open Molecules 2025 dataset.

Calculated values
- LUMO: -1.44 eV
- HOMO-LUMO gap: 5.847 eV
- HOMO level: -7.28 eV
- Spin multiplicity: 1

Cartesian coordinates (Å):
Pt 0.642 -0.945 -0.279
Cl 2.974 -6.389 -4.645
C 2.838 -5.035 -3.593
C 1.633 -4.751 -2.957
Cl 0.276 -5.777 -3.194
C 1.539 -3.645 -2.128
Cl 0.052 -3.259 -1.366
C 2.626 -2.776 -1.859
O 2.560 -1.775 -1.079
C 3.836 -3.114 -2.528
Cl 5.198 -2.108 -2.238
C 3.938 -4.205 -3.368
Cl 5.431 -4.555 -4.143
C 0.690 -0.806 4.900
C 1.346 -0.701 3.526
C 2.360 0.437 3.465
P 0.205 -0.579 2.048
C -1.252 -1.644 2.513
C -2.341 -1.471 1.463
C -0.768 -3.091 2.553
C -0.448 1.113 1.954
C -0.688 1.937 3.041
C -1.102 3.253 2.888
C -1.302 4.145 4.074
C -1.288 3.740 1.593
C -1.073 2.946 0.493
C -0.647 1.607 0.635
N -0.431 0.812 -0.426
C -0.692 1.204 -1.737
C 0.377 1.550 -2.584
C 1.776 1.524 -2.054
C 0.112 1.899 -3.897
C -1.182 1.918 -4.397
C -1.469 2.291 -5.819
C -2.230 1.590 -3.545
C -2.011 1.236 -2.227
C -3.155 0.857 -1.336
H 1.467 -0.900 5.658
H 0.046 -1.677 4.977
H 0.103 0.075 5.141
H 1.885 -1.639 3.334
H 1.889 1.395 3.675
H 2.809 0.487 2.474
H 3.150 0.275 4.195
H -1.637 -1.328 3.489
H -1.935 -1.689 0.473
H -2.724 -0.452 1.467
H -3.164 -2.156 1.653
H -0.317 -3.349 1.595
H -1.600 -3.768 2.732
H -0.022 -3.247 3.329
H -0.544 1.559 4.041
H -1.229 3.586 5.002
H -2.274 4.634 4.035
H -0.541 4.925 4.088
H -1.598 4.767 1.461
H -1.208 3.337 -0.506
H 1.884 2.214 -1.217
H 2.489 1.789 -2.829
H 2.030 0.522 -1.681
H 0.939 2.156 -4.545
H -0.568 2.257 -6.427
H -1.875 3.304 -5.865
H -2.209 1.617 -6.247
H -3.242 1.604 -3.927
H -4.099 0.944 -1.868
H -3.192 1.494 -0.452
H -3.039 -0.173 -0.999



(4)
The following is a quantum chemistry calculation of a 2-piece molecular cluster, C7H6ClF2P overall, from the Open Molecules 2025 dataset.

Calculated values
- LUMO (spin up / spin down): -1.32 / -0.03 eV
- HOMO-LUMO gap (spin up / spin down): 8.009 / 7.762 eV
- HOMO level (spin up / spin down): -9.33 / -7.79 eV
- Spin multiplicity: 1

Cartesian coordinates (Å):
C -2.173 -0.287 -0.350
C -0.911 -0.580 -0.907
C -2.275 0.829 0.584
C 0.141 0.306 -0.784
C -1.233 1.740 0.685
C -0.006 1.481 -0.032
C 2.333 -2.535 0.671
F 1.238 -2.604 -0.237
F 3.427 -2.829 0.035
P 1.314 2.730 0.424
Cl 2.982 2.213 -0.615
H -2.930 -1.132 -0.355
H -0.879 -1.305 -1.759
H -3.125 1.160 1.164
H 1.163 -0.007 -1.123
H -1.347 2.525 1.309
H 2.280 -1.704 1.289



(5)
The following is a quantum chemistry calculation of the molecule C4H10IN2OPS, from the Open Molecules 2025 dataset.

Calculated values
- LUMO: 0.02 eV
- HOMO-LUMO gap: 9.281 eV
- HOMO level: -9.26 eV
- Spin multiplicity: 1

Cartesian coordinates (Å):
C -0.516 2.586 -1.268
C -1.040 1.848 -0.265
C -1.753 2.420 0.958
C -0.767 0.416 -0.248
N 2.810 -2.151 0.182
N 0.522 -3.316 0.617
O 0.793 -1.792 -1.467
P 1.165 -1.906 -0.044
S 0.743 -0.140 1.073
I -2.477 -0.775 0.091
H 0.093 2.237 -1.958
H -0.725 3.575 -1.383
H -2.575 1.828 1.057
H -1.131 2.176 1.735
H -1.843 3.509 0.668
H -0.468 0.164 -1.255
H 3.337 -1.518 0.754
H 3.332 -1.984 -0.660
H 0.236 -3.850 -0.144
H 0.266 -3.325 1.556



(6)
The following is a quantum chemistry calculation of the molecule C20H18N2O7S2, from the Open Molecules 2025 dataset.

Calculated values
- LUMO: 0.32 eV
- HOMO-LUMO gap: 8.927 eV
- HOMO level: -8.61 eV
- Spin multiplicity: 1

Cartesian coordinates (Å):
O -1.038 4.712 -0.670
O -0.529 0.571 -1.332
O 1.747 -0.120 2.973
O 3.978 -3.936 -0.878
O -3.736 1.070 3.098
O 4.235 -1.144 2.586
O -2.443 2.884 -0.793
S 2.826 1.932 -0.624
S 2.076 2.952 1.003
C -1.531 3.758 -1.282
C 0.310 0.933 -0.548
C 1.672 0.418 1.874
C 4.221 -4.130 0.458
C -4.353 1.562 2.000
C 3.365 -2.800 -1.415
C -2.421 1.345 3.453
C 4.331 -3.213 1.457
C -3.907 2.362 0.960
C 2.775 -1.752 -0.802
C -1.393 1.595 2.562
N 2.148 -0.195 0.723
N -0.137 1.576 0.626
C -1.127 3.577 -2.745
C 2.178 -0.631 -1.644
C 0.009 2.105 2.887
C 4.064 -1.767 1.288
C -2.467 2.644 0.626
C 2.659 -1.552 0.687
C -1.555 1.480 1.067
C 1.764 0.444 -0.576
C 0.862 1.725 1.659
H 3.352 -1.019 3.010
H 4.450 -5.137 0.787
H -5.446 1.404 2.028
H 3.371 -2.813 -2.491
H -2.224 1.322 4.526
H 4.546 -3.533 2.477
H -4.665 2.629 0.239
H -1.423 2.583 -3.094
H -0.040 3.625 -2.822
H -1.577 4.318 -3.423
H 2.900 -0.214 -2.339
H 1.324 -1.005 -2.216
H 0.390 1.684 3.812
H -0.048 3.196 3.034
H 4.790 -1.340 0.606
H -2.219 3.553 1.195
H 1.924 -2.249 1.148
H -2.059 0.524 0.774



(7)
The following is a quantum chemistry calculation of the molecule C18H22N4O4S, from the Open Molecules 2025 dataset.

Calculated values
- LUMO: 0.46 eV
- HOMO-LUMO gap: 8.968 eV
- HOMO level: -8.51 eV
- Spin multiplicity: 1

Cartesian coordinates (Å):
C 1.448 1.423 3.227
C 0.611 2.291 2.693
C -0.477 1.972 1.706
N -0.346 0.674 1.101
C -1.241 -0.350 1.202
N -0.765 -1.432 0.640
N 0.453 -1.141 0.165
C 0.717 0.113 0.428
C 1.966 0.758 0.058
C 3.115 -0.033 0.078
C 4.342 0.509 -0.275
C 4.413 1.853 -0.651
C 3.271 2.623 -0.690
C 2.042 2.087 -0.340
H 1.157 2.697 -0.411
H 3.333 3.655 -1.000
H 5.374 2.262 -0.918
O 5.516 -0.172 -0.284
C 5.504 -1.539 0.058
H 5.171 -1.691 1.089
H 6.535 -1.875 -0.042
H 4.867 -2.116 -0.619
H 3.008 -1.065 0.368
S -2.788 -0.178 1.971
C -3.363 -1.905 1.956
C -3.981 -2.283 0.613
O -5.180 -2.291 0.437
N -3.069 -2.647 -0.308
C -3.452 -2.903 -1.668
C -3.195 -1.731 -2.607
O -3.250 -1.811 -3.805
O -2.911 -0.618 -1.935
C -2.683 0.567 -2.702
C -1.764 1.486 -1.919
H -0.804 1.002 -1.753
H -2.216 1.726 -0.959
H -1.605 2.404 -2.478
H -3.651 1.045 -2.885
H -2.244 0.284 -3.664
H -4.531 -3.101 -1.681
H -2.930 -3.779 -2.061
H -2.083 -2.454 -0.111
H -4.127 -1.951 2.731
H -2.511 -2.535 2.206
H -1.445 1.990 2.223
H -0.509 2.744 0.929
H 0.650 3.335 2.968
H 2.194 1.728 3.938
H 1.432 0.374 2.981



(8)
The following is a quantum chemistry calculation of H16O7S as an isolated structure, from the Open Molecules 2025 dataset.

Calculated values
- LUMO: -6.88 eV
- HOMO-LUMO gap: 3.375 eV
- HOMO level: -10.25 eV
- Spin multiplicity: 1

Cartesian coordinates (Å):
S -0.073 -0.965 -2.841
H 0.248 -1.382 -4.131
H -2.350 0.581 -2.282
H 2.366 -0.081 0.055
H 2.240 -1.008 -1.173
O 2.582 -0.963 -0.256
H 1.919 2.190 0.177
H 1.869 2.085 1.724
O 2.399 1.779 0.925
H -2.330 0.584 -3.088
H -1.069 -1.771 -0.906
O -1.402 -1.776 0.036
H -1.796 -0.877 0.234
H -2.810 1.214 0.988
O -2.055 0.703 0.595
H -0.368 0.764 3.674
H -0.185 0.690 2.124
O 0.115 1.098 2.890
H -1.061 1.355 -0.136
H -0.260 1.138 -1.472
O -0.153 1.529 -0.627
H 1.453 -2.225 0.913
H -0.043 -2.224 1.053
O 0.764 -2.435 1.525



(9)
The following is a quantum chemistry calculation of C8H19N2OP as an isolated structure, from the Open Molecules 2025 dataset.

Calculated values
- LUMO: 0.84 eV
- HOMO-LUMO gap: 9.431 eV
- HOMO level: -8.59 eV
- Spin multiplicity: 1

Cartesian coordinates (Å):
C -0.935 0.320 -1.564
C -0.540 -1.186 -0.977
C 0.366 -1.939 -1.976
C -1.611 -2.085 -0.579
C 0.561 3.481 -1.133
C -0.073 -1.162 3.556
C 1.027 2.005 -1.378
C 0.499 0.099 2.872
N 0.130 1.056 -0.880
N -0.195 0.239 1.595
O 1.974 -0.640 0.318
P 0.593 -0.220 0.150
H -0.786 0.387 -2.637
H -1.970 0.640 -1.221
H 0.049 -3.005 -2.032
H 1.422 -1.840 -1.771
H 0.296 -1.549 -2.938
H -1.189 -3.036 -0.503
H -2.448 -2.121 -1.240
H -2.009 -1.729 0.366
H 0.609 3.697 -0.079
H 1.325 4.178 -1.609
H -0.398 3.713 -1.568
H -0.313 -1.777 2.707
H 0.640 -1.796 4.174
H -0.925 -0.999 4.146
H 1.110 1.906 -2.427
H 2.008 1.910 -1.008
H 0.395 1.003 3.446
H 1.550 -0.118 2.560
H -1.156 0.567 1.628



(10)
The following is a quantum chemistry calculation of the molecule C16H23BrO6, from the Open Molecules 2025 dataset.

Calculated values
- LUMO: 0.82 eV
- HOMO-LUMO gap: 8.868 eV
- HOMO level: -8.05 eV
- Spin multiplicity: 1

Cartesian coordinates (Å):
Br 3.693 -2.847 -1.750
C 1.866 -2.497 -1.339
C 0.937 -2.433 -2.352
C -0.384 -2.147 -2.037
C -0.772 -1.937 -0.725
C 0.191 -2.039 0.310
C 1.511 -2.303 -0.011
H 2.272 -2.355 0.750
O -0.293 -1.870 1.567
C 0.573 -2.016 2.672
C 1.420 -0.761 2.961
O 0.752 0.140 3.817
C -0.259 0.906 3.199
C 0.292 2.140 2.477
O 0.772 1.787 1.197
C 1.306 2.890 0.500
C 1.747 2.473 -0.907
O 0.691 2.422 -1.833
C -0.103 1.259 -1.727
C -1.237 1.364 -2.751
O -2.055 0.218 -2.783
C -2.991 0.096 -1.728
H -2.735 0.752 -0.890
C -3.055 -1.350 -1.215
H -3.061 -2.042 -2.063
H -3.979 -1.479 -0.645
O -2.032 -1.653 -0.295
H -3.986 0.378 -2.103
H -1.827 2.268 -2.553
H -0.806 1.444 -3.751
H 0.505 0.368 -1.943
H -0.503 1.155 -0.710
H 2.436 3.227 -1.295
H 2.261 1.504 -0.851
H 2.172 3.291 1.049
H 0.551 3.686 0.417
H -0.507 2.891 2.377
H 1.104 2.576 3.077
H -0.908 1.239 4.012
H -0.840 0.300 2.495
H 2.324 -1.050 3.501
H 1.692 -0.267 2.021
H -0.087 -2.189 3.526
H 1.217 -2.893 2.545
H -1.096 -2.056 -2.839
H 1.228 -2.588 -3.379